Computed, not measured: a structure of composition C4H9O6PSV at a distorted geometry, with ωB97M-V with the def2-TZVPD basis set.

Structure (XYZ):
```
22
Properties=species:S:1:pos:R:3
C -1.88434 0.49268 2.38294
C -3.12207 0.21759 1.39904
S -2.68181 1.01313 -0.20312
C -1.40313 -0.10739 -0.88084
O -0.63181 0.48176 -1.87950
C 0.72152 0.64853 -1.52733
O 1.20531 1.67411 -1.78206
O 1.43709 -0.38204 -0.96087
P 3.09800 -0.20875 -1.27235
O 3.25896 -0.06918 -2.75492
O 3.67075 1.03829 -0.43420
O 3.84392 -1.58617 -0.83143
H -1.18432 -0.38289 2.25980
H -1.28420 1.38925 2.07254
H -2.20602 0.55861 3.44716
H -4.10620 0.56119 1.79440
H -3.15995 -0.89223 1.20672
H -1.99106 -0.98727 -1.39059
H -0.81213 -0.50892 0.01977
H 4.60431 1.23136 -0.67414
H 4.04159 -1.57261 0.13069
V -1.41444 -2.60905 -0.12171
```

Total charge: +3
HOMO-LUMO gap in eV: 2.57
E in a.u.: -2291.28307
HOMO level in eV: -20.417
2S+1: 1

Results of the natural (NBO) charge analysis, in e, for atoms 1 through 6: atom 1 (C): -0.60, atom 2 (C): -0.55, atom 3 (S): 0.92, atom 4 (C): -0.31, atom 5 (O): -0.43, atom 6 (C): 0.96


Computed, not measured: a cluster of 2 separate species, CH3Cl2NO in total at a distorted geometry, with ωB97M-V with the def2-TZVPD basis set.

Structure (XYZ):
```
8
Properties=species:S:1:pos:R:3
N -0.41966 0.54004 -1.56130
C -1.39589 0.05491 -2.15533
Cl -2.18681 -1.45919 -1.97595
Cl -2.14343 1.02551 -3.36256
H -0.18159 0.01757 -0.68302
O 0.20612 0.44061 1.21399
H -0.76243 0.06649 1.32742
H 0.15601 1.27367 0.61415
```

Energy above the lowest of the compared OMol25 structures with the same formula, charge and spin in kcal/mol: 30.57
HOMO-LUMO gap in eV: 11.38
E in a.u.: -1090.25397
SMILES: N=C(Cl)Cl.O
HOMO level in eV: -10.938
2S+1: 1

Results of the natural (NBO) charge analysis, in e, for atoms 1 through 6: atom 1 (N): -0.64, atom 2 (C): 0.17, atom 3 (Cl): 0.03, atom 4 (Cl): 0.03, atom 5 (H): 0.39, atom 6 (O): -0.95


Computed, not measured: the ion C4H14N6PS with charge +1 at a distorted geometry, with ωB97M-V with the def2-TZVPD basis set.

Structure (XYZ):
```
26
Properties=species:S:1:pos:R:3
C -0.10517 -0.42309 -1.57664
C -1.72025 0.91194 1.16036
C -2.47682 -3.24402 -1.13986
C 2.98777 1.43517 2.21005
N -0.57003 0.82590 -0.98149
N -0.42035 0.82448 0.44001
N -1.33131 -2.36141 -1.08824
N -1.23734 -1.29272 -1.74449
N 2.02735 1.89434 -0.02352
N 1.96599 1.12784 1.22028
P 0.75383 -0.08629 1.25318
S 1.21717 -1.28263 -0.54795
H 0.36506 -0.23665 -2.61350
H -2.28019 0.13786 0.68690
H -1.54846 0.83149 2.22187
H -2.16865 1.88350 1.06029
H -3.29122 -2.77543 -1.57570
H -2.09266 -4.19828 -1.78520
H -2.65907 -3.78910 -0.19766
H 2.55731 2.01060 2.98084
H 3.36163 0.45329 2.65103
H 3.87763 2.00746 1.72842
H -0.00233 1.52412 -1.50807
H -2.01594 -0.88593 -2.27042
H 2.85243 1.72828 -0.61391
H 1.95362 2.97927 0.05344
```

⟨S²⟩: 2.0131
Total charge: +1
HOMO-LUMO gap (alpha / beta) in eV: 8.34 / 5.10
E in a.u.: -1228.41561
HOMO level (alpha / beta) in eV: -11.105 / -12.422
2S+1: 3

Results of the natural (NBO) charge analysis, in e, for atoms 1 through 6: atom 1 (C): -0.01, atom 2 (C): -0.40, atom 3 (C): -0.47, atom 4 (C): -0.43, atom 5 (N): -0.45, atom 6 (N): -0.61


Computed, not measured: a structure of composition C13H6F3N4O9S at a distorted geometry, with ωB97M-V with the def2-TZVPD basis set.

Structure (XYZ):
```
36
Properties=species:S:1:pos:R:3
O 1.67315 -0.49614 0.52770
C 1.28811 -1.72258 0.77034
C 2.25653 -2.79155 0.84226
N 3.65617 -2.46854 0.86746
O 4.46527 -3.42920 0.76236
O 4.02944 -1.29308 1.01422
C 1.87140 -4.13161 0.95270
C 0.52657 -4.45283 1.11498
C -0.43495 -3.42770 1.15185
C -0.06701 -2.09682 0.98362
H 2.65074 -4.89287 0.93041
H 0.23024 -5.49724 1.21956
H -1.48699 -3.66704 1.30542
H -0.81785 -1.31034 1.00783
O -0.76874 0.72122 -3.76477
S 0.20932 0.92451 -2.72577
O 1.26086 -0.02192 -2.45015
C 1.03563 2.58884 -3.09267
F 1.71461 2.48885 -4.24645
F 0.09857 3.55732 -3.20664
F 1.88765 2.91525 -2.09585
C -0.64643 1.26211 -1.16477
C -0.03789 0.95915 0.06624
C -0.67066 1.49167 1.17805
N -0.27475 1.49095 2.52032
O 0.70749 1.06456 3.10621
O -1.28353 2.16731 3.22921
N -2.29901 2.56334 2.39972
C -1.91090 2.16664 1.15372
C -2.58734 2.31232 -0.10887
N -3.92435 2.84216 -0.25753
O -4.57157 3.25018 0.72671
O -4.39595 2.86329 -1.42084
C -1.91242 1.87104 -1.26021
H 0.91343 0.21679 0.19831
H -2.38482 1.98197 -2.23469
```

Energy above the lowest of the compared OMol25 structures with the same formula, charge and spin in kcal/mol: 27.55
Total charge: -1
HOMO-LUMO gap in eV: 6.26
E in a.u.: -2092.63555
HOMO level in eV: -5.551
2S+1: 1

Results of the natural (NBO) charge analysis, in e, for atoms 1 through 6: atom 1 (O): -0.66, atom 2 (C): 0.40, atom 3 (C): -0.03, atom 4 (N): 0.50, atom 5 (O): -0.46, atom 6 (O): -0.35


Computed, not measured: a cluster of 3 separate species, C13H24N4O9S3 in total at a distorted geometry, with ωB97M-V with the def2-TZVPD basis set.

Structure (XYZ):
```
53
Properties=species:S:1:pos:R:3
C 0.97268 -1.99741 1.26692
S 1.19071 -0.42358 0.26868
O 0.56160 -0.51436 -1.16982
O 2.72915 -0.20080 0.06239
C 0.44395 1.09340 1.07764
O 1.41567 2.03051 1.69901
S 0.95581 2.01237 3.35672
O 1.55890 3.23428 4.09102
O 1.47097 0.61125 3.82312
O -0.72146 1.98251 3.05205
C -0.85379 0.84721 2.08270
C -2.30899 1.19406 1.39591
C -2.93652 -0.00682 0.47281
S -2.88078 -1.70251 1.34922
C -4.64212 -2.33271 1.17899
N -5.68268 -2.68764 2.21816
N -6.77972 -3.04049 1.40356
C -6.45037 -2.93114 -0.08583
O -5.06110 -2.46281 -0.24401
H 0.53376 -1.80801 2.34767
H 0.29996 -2.77583 0.67172
H 2.05387 -2.49703 1.33481
H -0.00319 1.74327 0.18254
H -0.83516 -0.09465 2.78339
H -2.23338 2.17653 0.75775
H -3.06970 1.41030 2.26839
H -2.43382 -0.07701 -0.58797
H -4.08158 0.26992 0.29791
H -7.12051 -3.13751 -1.02950
C 5.61935 3.69261 0.16506
N 4.71627 4.77563 0.49483
C 3.54266 4.48846 1.29310
C 4.93885 6.06918 0.07312
O 4.21870 7.02928 0.31504
H 5.06946 2.93255 -0.39739
H 6.00320 3.25753 1.09220
H 6.45849 4.04883 -0.43872
H 2.64937 4.76503 0.72502
H 3.57856 5.08844 2.20736
H 3.50093 3.42680 1.55088
H 5.85809 6.17535 -0.52638
C 0.09014 -3.36139 -4.28501
N -1.04994 -3.71476 -3.46490
C -1.79230 -4.91729 -3.78094
C -1.44969 -2.94320 -2.39459
O -2.40092 -3.18268 -1.66196
H -0.24491 -3.22797 -5.31765
H 0.82377 -4.17124 -4.23852
H 0.55507 -2.43529 -3.93603
H -2.83214 -4.64897 -3.99042
H -1.76868 -5.58764 -2.91653
H -1.36001 -5.42125 -4.64954
H -0.81647 -2.05326 -2.24394
```

HOMO-LUMO gap in eV: 8.43
E in a.u.: -2600.11097
SMILES: CS(=O)(=O)[C@@H]1OS(=O)(=O)O[C@H]1CCSc1nnco1.CN(C)C=O.CN(C)C=O
HOMO level in eV: -9.022
2S+1: 1

Results of the natural (NBO) charge analysis, in e, for atoms 1 through 6: atom 1 (C): -0.86, atom 2 (S): 1.89, atom 3 (O): -0.90, atom 4 (O): -0.87, atom 5 (C): -0.18, atom 6 (O): -0.62


Computed, not measured: a structure of composition H12LiO6 at a distorted geometry, with ωB97M-V with the def2-TZVPD basis set.

Structure (XYZ):
```
19
Properties=species:S:1:pos:R:3
Li 0.09468 0.22058 0.04689
O -1.14732 -2.33342 -0.02911
H -1.06532 -2.94342 0.76389
H -0.62632 -2.68042 -0.81411
O -0.41732 0.40258 -1.90411
H -0.07332 0.17858 -2.76111
H -1.35732 0.43358 -2.09811
O 0.57368 -0.33842 1.99789
H 1.13168 0.25558 2.52689
H -0.04532 -0.91242 2.47889
O 0.44568 2.20158 0.25189
H 1.43568 2.31658 0.22889
H 0.14168 2.82258 -0.33211
O -1.79032 0.66758 0.90189
H -2.64732 0.24358 1.03089
H -2.13632 1.08958 0.04189
O 2.07468 -0.47442 -0.71411
H 2.60968 -0.28342 -1.34611
H 2.79868 -0.86642 -0.27111
```

Energy above the lowest of the compared OMol25 structures with the same formula, charge and spin in kcal/mol: 37.53
Total charge: +1
HOMO-LUMO gap in eV: 11.70
E in a.u.: -466.00133
HOMO level in eV: -14.951
2S+1: 1

Results of the natural (NBO) charge analysis, in e, for atoms 1 through 6: atom 1 (Li): 0.88, atom 2 (O): -0.98, atom 3 (H): 0.49, atom 4 (H): 0.49, atom 5 (O): -0.96, atom 6 (H): 0.50


Computed, not measured: the molecule C4H9NO, with ωB97M-V with the def2-TZVPD basis set.

Structure (XYZ):
```
15
Properties=species:S:1:pos:R:3
C -0.74566 -0.18424 -1.01972
C -1.48357 -0.78841 1.48895
O -0.74060 0.32204 1.76101
C 0.23790 0.65902 1.00655
N 0.46333 -0.02909 -0.15600
C 1.68585 0.35119 -0.84847
H -1.56105 0.49541 -0.75073
H -0.40828 0.06401 -2.02461
H -1.16571 -1.19491 -1.00829
H -2.26030 -0.92822 2.22172
H -0.86811 -1.62082 1.15609
H 0.81281 1.53103 1.30471
H 1.76562 1.44061 -0.99871
H 1.69413 -0.12890 -1.82834
H 2.57363 0.01129 -0.30416
```

Energy above the lowest of the compared OMol25 structures with the same formula, charge and spin in kcal/mol: 112.97
HOMO-LUMO gap (alpha / beta) in eV: 7.65 / 6.98
E in a.u.: -287.65242
HOMO level (alpha / beta) in eV: -6.779 / -6.112
2S+1: 1

Results of the natural (NBO) charge analysis, in e, for atoms 1 through 6: atom 1 (C): -0.42, atom 2 (C): -0.36, atom 3 (O): -0.36, atom 4 (C): 0.29, atom 5 (N): -0.45, atom 6 (C): -0.41


- What is the E in the second record?
  -1090.25397 a.u.